81
Properties=species:S:1:pos:R:3 method="wB97M-V/def2-TZVPD" gap_ev="6.2524 / 5.9390" spin_multiplicity=3 largest_force_ha_per_bohr=0.014 homo_energy_ev="-7.37 / -7.83" energy_ha=-3495.708553
Re -0.9318 -1.1826 0.7890
S -0.4540 -5.2126 0.5998
Sb 0.3494 -3.7495 2.1031
S -1.1575 -1.3308 3.0017
S -1.6459 -3.3202 3.5228
C -4.1908 0.0805 -2.4389
Si -3.7280 0.1338 -0.6093
C -4.2519 1.8019 0.1202
C -3.9493 -2.3215 1.1307
N -1.9707 -0.0817 -0.4784
C -1.2112 0.4284 -1.5421
C -1.4888 1.6260 -2.2028
C -0.7829 1.9888 -3.3366
C 0.2170 1.1701 -3.8376
C 0.5573 0.0053 -3.1668
C -0.1258 -0.3235 -2.0132
O 0.2024 -1.4479 -1.2350
C 1.5734 -1.7778 -1.1552
C 2.5276 -0.7846 -0.9739
C 3.8513 -1.1551 -0.8304
C 4.2129 -2.4942 -0.8630
C 3.2483 -3.4702 -1.0537
C 1.9141 -3.1171 -1.2115
H -5.2404 -0.1716 -2.5778
H -3.6024 -0.6567 -2.9842
H -4.0235 1.0501 -2.9046
H -5.2496 1.7417 0.5573
H -4.2806 2.5865 -0.6364
H -3.5690 2.1204 0.9080
H -4.6375 -3.1642 1.2548
H -3.6312 -2.0099 2.1231
H -2.3112 -3.5260 0.9332
H -2.2639 2.2717 -1.8192
H -1.0206 2.9186 -3.8347
H 0.7499 1.4434 -4.7366
H 1.3610 -0.6264 -3.5180
H 2.2382 0.2570 -0.9361
H 4.5996 -0.3905 -0.6726
H 5.2501 -2.7739 -0.7409
H 3.5273 -4.5145 -1.0852
H 1.1428 -3.8625 -1.3486
N -7.7906 -3.2662 -1.7683
C -6.5362 -3.1907 -2.2933
O -6.3039 -3.4746 -3.4524
C -5.4713 -2.7161 -1.3502
C -4.1389 -3.2462 -1.6232
C -3.0122 -3.2580 -0.9000
N -2.7640 -2.7748 0.4038
C -4.6976 -1.1829 0.4246
C -5.7479 -1.7471 -0.4648
H -8.5258 -3.6032 -2.3658
H -7.9424 -3.2293 -0.7782
H -4.0646 -3.7098 -2.5998
H -2.1321 -3.7234 -1.3300
H -5.1787 -0.5908 1.2066
H -6.7494 -1.3365 -0.4142
C 4.4227 5.2342 1.7397
C 5.1602 3.9942 2.2476
C 5.6362 4.2790 3.6787
C 6.3770 3.7542 1.3418
C 4.2761 2.7480 2.2343
C 4.7793 1.5505 2.7538
C 4.0553 0.3655 2.7597
C 2.7869 0.4081 2.2227
O 1.8730 -0.5919 2.0723
B 0.7687 -0.0223 1.4170
O 1.0056 1.3429 1.2265
C 2.2697 1.5872 1.7066
C 2.9885 2.7655 1.6970
H 5.0841 6.0990 1.7949
H 3.5394 5.4498 2.3419
H 4.1147 5.1213 0.7002
H 6.2029 5.2110 3.7067
H 6.2826 3.4879 4.0549
H 4.7878 4.3727 4.3568
H 7.0308 4.6277 1.3455
H 6.0614 3.5670 0.3153
H 6.9579 2.8959 1.6775
H 5.7781 1.5346 3.1676
H 4.4668 -0.5495 3.1624
H 2.5456 3.6581 1.2835

***

82
Properties=species:S:1:pos:R:3 method="wB97M-V/def2-TZVPD" charge=+3 gap_ev=5.0035 largest_force_ha_per_bohr=0.016 homo_energy_ev=-15.60 energy_ha=-3317.619655
W -0.1683 0.7394 0.0627
O -1.6249 0.8771 -1.1348
C -2.3907 1.9432 -1.4787
C -2.8024 2.0863 -2.7929
C -3.5484 3.2072 -3.1190
C -3.9253 4.1417 -2.1498
C -3.5709 3.9533 -0.8314
C -2.7715 2.8567 -0.4786
C -2.5780 2.4655 0.8818
N -1.7338 1.5687 1.2888
C -2.0681 0.8084 2.5018
C -2.2648 -0.5846 1.9415
N -1.0284 -0.8686 1.1647
C -0.5453 -2.0810 1.3182
C 0.7024 -2.5829 0.8915
C 1.0425 -3.9333 1.1036
C 2.2982 -4.3770 0.7611
C 3.2306 -3.4825 0.2270
C 2.9279 -2.1425 0.0199
C 1.6580 -1.7164 0.3463
O 1.2850 -0.4322 0.1554
H -2.5273 1.3431 -3.5283
H -3.8610 3.3541 -4.1446
H -4.5272 4.9940 -2.4321
H -3.9112 4.6415 -0.0675
H -3.2819 2.8498 1.6190
H -2.9717 1.1992 2.9667
H -1.2497 0.8318 3.2192
H -3.1263 -0.6132 1.2716
H -2.3941 -1.3282 2.7251
H -1.1684 -2.7787 1.8747
H 0.3116 -4.6107 1.5277
H 2.5699 -5.4127 0.9078
H 4.2171 -3.8421 -0.0364
H 3.6453 -1.4573 -0.4078
Cl -0.3937 -1.6937 -2.3785
C 0.8896 -2.1060 -3.5638
Cl 2.3453 -1.1528 -3.3127
H 0.4866 -1.8915 -4.5457
H 1.1144 -3.1584 -3.4431
C 4.8151 2.4647 0.9221
C 3.6193 1.5552 0.8907
O 2.4779 2.3005 1.4639
P 1.1244 1.7664 2.0076
O 1.2694 0.6465 3.0782
C 1.8174 0.8494 4.4542
C 3.3174 0.7464 4.4490
O 0.4372 2.9745 2.6850
C 0.7071 4.4188 2.4756
C 1.2307 5.0025 3.7569
H 5.6495 1.9724 0.4217
H 5.1184 2.6931 1.9425
H 4.6068 3.3948 0.3950
H 3.7543 0.6588 1.4971
H 3.3305 1.2764 -0.1217
H 1.3464 0.0565 5.0275
H 1.4524 1.8126 4.8070
H 3.6448 -0.2270 4.0852
H 3.6815 0.8613 5.4706
H 3.7726 1.5357 3.8500
H -0.2537 4.8343 2.1806
H 1.4136 4.5097 1.6538
H 0.5187 4.8800 4.5716
H 1.3994 6.0708 3.6152
H 2.1827 4.5502 4.0352
O 0.9336 1.3954 -1.5429
C 0.6384 2.6517 -1.3767
O 0.0214 2.7913 -0.2232
C 0.9202 3.6712 -2.2925
C 0.5364 4.9946 -1.9845
C 0.7865 6.0322 -2.8562
C 1.4323 5.6941 -4.0392
O 1.7775 6.5113 -5.0133
C 2.4287 5.7203 -6.0398
O 2.4170 4.3711 -5.5647
C 1.8177 4.3764 -4.3574
C 1.5813 3.3421 -3.5133
H 0.0343 5.1892 -1.0458
H 0.5074 7.0540 -2.6454
H 3.4522 6.0701 -6.1508
H 1.8515 5.7992 -6.9578
H 1.8748 2.3269 -3.7416